Entry from the Open Molecules 2025 dataset: C4H10BaO2 as an isolated structure in a non-equilibrium geometry (the ωB97M-V functional and the def2-TZVPD basis).

As for the HOMO energy: -6.20 eV. The frontier orbital gap is 0.2279 Eh.

Element x y z (Å)
C: 1.60366 0.05029 0.82048
O: 1.32068 -0.76762 -0.40056
C: 0.60639 -1.96110 -0.19837
C: -0.74020 -1.72699 0.47613
O: -1.32580 -0.55950 -0.09453
C: -2.68130 -0.35344 0.27443
H: 2.67355 0.30118 0.75914
H: 1.47806 -0.59131 1.70879
H: 1.18495 -2.67277 0.41552
H: 0.45272 -2.40048 -1.19304
H: -0.63892 -1.57848 1.56225
H: -1.39566 -2.59354 0.30468
H: -3.30080 -1.17709 -0.10665
H: -2.77565 -0.29233 1.36911
H: -3.00462 0.59065 -0.17803
H: 0.11711 3.52057 -0.76086
Ba: 0.15640 1.43363 -0.40157

Cartesian forces, eV/Å:
C 1.77 -1.80 1.84
O 0.52 -0.50 0.19
C 0.11 0.02 -0.01
C -0.10 -0.22 0.25
O -0.92 -0.86 0.00
C -0.06 -0.22 0.12
H -0.04 -0.26 -0.03
H 0.16 -0.01 -0.22
H -0.13 0.13 -0.13
H 0.01 0.09 0.20
H 0.00 -0.02 -0.23
H 0.10 0.10 0.05
H 0.01 0.23 0.12
H -0.06 -0.02 -0.22
H -0.01 -0.20 0.09
H -0.02 1.92 -0.27
Ba -1.36 1.62 -1.75

Entry from the Open Molecules 2025 dataset: C13H14N2O7P2ReS2 as an isolated structure (the ωB97M-V functional and the def2-TZVPD basis).

Its multiplicity is 2. As for the HOMO energy (alpha / beta): -8.96 / -9.20 eV. The frontier orbital gap (alpha / beta) is 0.2470 / 0.2578 Eh.

Element x y z (Å)
Re: -0.50127 -0.30084 0.34855
C: -0.78595 4.09376 -0.97248
C: -1.44284 2.84160 -0.48313
C: -2.10339 1.98638 -1.34751
C: -2.67002 0.77912 -0.91899
C: -3.34411 -0.14874 -1.88813
C: -2.67395 0.47458 0.45686
C: -1.99125 1.34103 1.37341
C: -2.13814 1.16277 2.86754
C: -1.34074 2.46458 0.86183
H: 0.23491 3.86596 -1.28290
H: -0.74535 4.85396 -0.19347
H: -1.31243 4.50098 -1.83434
H: -2.14768 2.23493 -2.40168
H: -3.40450 0.29662 -2.87887
H: -4.35271 -0.38863 -1.54878
H: -2.79223 -1.08718 -1.97198
H: -3.33444 -0.29125 0.84200
H: -1.18748 0.94123 3.35332
H: -2.82759 0.35363 3.09434
H: -2.52569 2.08512 3.30214
H: -0.79372 3.09615 1.55345
S: 1.22857 -0.15251 1.69860
C: 0.94480 -1.24520 3.04366
C: 1.94482 -1.29191 4.05914
N: 2.76830 -1.31121 4.86117
C: -0.18900 -1.98619 3.08450
S: -1.39380 -1.89296 1.84572
C: -0.45602 -2.86126 4.18629
N: -0.68021 -3.55090 5.07710
O: 0.77542 2.05444 -3.19995
P: 1.23178 0.79663 -2.34220
O: 2.67454 0.51735 -2.44536
O: 0.58146 0.98820 -0.97672
O: 0.39760 -0.42630 -3.01728
P: 0.39968 -1.87606 -2.32640
O: 1.85354 -2.01718 -1.73984
O: -0.13399 -2.92928 -3.16811
O: -0.51137 -1.62911 -1.02501
H: 1.41296 2.24459 -3.90026
H: 2.48766 -1.32764 -2.03752

Cartesian forces, eV/Å:
Re 0.00 -0.53 -0.31
C 0.00 0.00 -0.01
C 0.07 0.00 0.19
C -0.08 -0.12 -0.03
C 0.07 0.08 -0.16
C -0.01 -0.02 -0.01
C 0.07 0.37 0.32
C -0.39 -0.25 -0.07
C 0.02 0.02 -0.01
C 0.06 0.08 -0.15
H 0.02 0.00 -0.01
H -0.01 -0.01 0.00
H 0.01 0.00 -0.01
H -0.01 -0.01 0.00
H 0.01 0.00 0.00
H 0.00 0.00 0.00
H -0.02 0.02 0.00
H 0.03 -0.04 0.01
H 0.00 0.01 -0.01
H 0.01 -0.01 0.00
H -0.01 0.01 -0.02
H 0.00 0.02 -0.02
S -0.08 -0.14 0.05
C -0.03 0.04 -0.05
C 0.04 -0.04 -0.01
N -0.01 0.03 0.01
C -0.01 0.05 -0.14
S 0.26 0.31 -0.12
C 0.02 -0.01 0.05
N -0.03 -0.01 -0.02
O -0.05 0.01 -0.04
P -0.09 0.00 0.20
O 0.03 -0.03 0.06
O -0.02 -0.08 -0.01
O -0.01 0.14 -0.21
P -0.18 0.14 0.33
O -0.03 -0.27 -0.08
O 0.05 0.03 0.00
O 0.34 0.16 0.25
H -0.01 -0.02 0.01
H -0.03 0.11 0.03

Entry from the Open Molecules 2025 dataset: one molecule with the formula C4H9N3O in a non-equilibrium geometry (the ωB97M-V functional and the def2-TZVPD basis).

As for the HOMO energy: -9.32 eV. The frontier orbital gap is 0.3653 Eh. As for the SMILES: CC(=N/N)/C(C)=N\O.

Element x y z (Å)
C: -1.40697 0.11618 1.56288
C: -0.76879 -1.54790 -0.91250
C: -0.51873 0.62745 0.45278
C: 0.11789 -0.41113 -0.46716
N: 2.23599 0.48352 -0.45789
O: 0.38462 2.35130 -0.73585
N: -0.39689 1.92005 0.34551
N: 1.35926 -0.45091 -0.87055
H: 1.15279 1.73503 -0.76274
H: 2.62744 0.23340 0.45706
H: 3.05782 0.45211 -1.07724
H: -0.84121 0.06702 2.49540
H: -1.82224 -0.86914 1.34656
H: -2.24757 0.80721 1.69418
H: -0.52781 -1.82664 -1.94204
H: -1.82547 -1.27779 -0.86468
H: -0.58012 -2.40976 -0.26370

Cartesian forces, eV/Å:
C -0.18 0.38 -0.06
C 0.16 0.09 -0.12
C 0.65 0.81 -0.25
C 1.59 0.63 0.00
N 2.28 1.43 0.82
O -0.58 0.00 0.84
N 0.00 -1.55 -0.87
N -3.45 -2.20 -0.78
H 0.26 0.25 -0.01
H -0.46 0.36 -0.05
H -0.59 -0.10 0.23
H -0.10 -0.08 0.00
H 0.17 0.07 0.02
H 0.25 -0.10 0.10
H 0.08 0.02 0.22
H 0.12 -0.05 0.04
H -0.19 0.03 -0.13

Entry from the Open Molecules 2025 dataset: a 2-piece molecular cluster, C8H13BN2O6S overall (the ωB97M-V functional and the def2-TZVPD basis).

As for the HOMO energy: -11.21 eV. The frontier orbital gap is 0.4054 Eh. As for the SMILES: CCOB(O)[C@@H](C#N)CC#N.O=S1(=O)OCCO1.

Element x y z (Å)
C: 4.42729 1.57736 -0.70980
C: 3.60383 2.30834 -1.75314
O: 2.22333 2.47354 -1.38296
B: 1.49354 1.47965 -0.84034
O: 1.73046 0.16746 -1.14419
C: 0.23051 1.90971 0.06607
C: 0.54409 3.11866 0.82319
N: 0.78246 4.06781 1.41664
C: -0.98252 2.19131 -0.88812
C: -1.92656 1.07626 -0.89150
N: -2.65451 0.18946 -0.89340
H: 4.30853 0.49668 -0.77194
H: 4.18475 1.92940 0.29524
H: 5.48247 1.79851 -0.88633
H: 3.98640 3.31996 -1.88446
H: 3.66291 1.81024 -2.72431
H: 1.16749 -0.44017 -0.65934
H: -0.04096 1.11950 0.76944
H: -1.50890 3.09797 -0.58965
H: -0.64759 2.34603 -1.91579
C: -2.42461 -2.98090 0.24767
C: -2.91243 -2.14696 1.41321
O: -3.59363 -3.09478 2.24920
S: -2.86389 -4.51214 2.17326
O: -1.96293 -4.65742 3.25947
O: -3.84338 -5.49999 1.90352
O: -2.00591 -4.21175 0.85900
H: -3.22427 -3.18430 -0.46494
H: -1.57967 -2.53536 -0.26779
H: -3.60492 -1.36818 1.11305
H: -2.08356 -1.71338 1.97712

Cartesian forces, eV/Å:
C 0.19 0.01 -0.12
C 0.04 0.09 -0.32
O 0.21 -0.09 0.45
B -0.14 -0.12 -0.17
O 0.04 0.15 0.19
C 0.03 0.21 -0.39
C -0.11 -0.46 -0.11
N 0.09 0.35 0.20
C -0.01 -0.04 0.02
C 0.03 0.09 -0.07
N 0.04 -0.13 0.08
H -0.12 0.05 0.11
H -0.02 -0.03 -0.04
H -0.04 -0.02 0.02
H -0.10 0.00 0.03
H -0.05 -0.05 0.07
H 0.00 -0.15 -0.04
H 0.01 0.09 0.04
H -0.04 -0.07 0.04
H 0.01 0.06 0.04
C -0.17 0.07 -0.10
C 0.15 0.19 0.04
O -0.06 -0.08 -0.10
S 0.01 0.06 -0.03
O 0.03 -0.04 0.01
O -0.03 -0.02 0.04
O 0.06 0.03 0.04
H 0.00 -0.01 0.01
H 0.06 -0.09 0.03
H -0.10 -0.07 0.06
H 0.01 0.00 -0.02

Calculated values (eV) of electronic energy for the records, taken in order: -9093.7479; -73406.3589; -10808.7112; -35284.6609.